[1]
{"formula": "C25H29N2O2", "method": "wB97M-V/def2-TZVPD", "species": ["C", "N", "C", "C", "C", "N", "C", "C", "O", "C", "C", "C", "C", "H", "H", "H", "H", "H", "H", "H", "H", "H", "H", "H", "H", "H", "H", "H", "H", "H", "H", "C", "C", "C", "C", "C", "O", "C", "C", "C", "C", "C", "C", "C", "C", "C", "C", "H", "H", "H", "H", "H", "H", "H", "H", "H", "H", "H"], "positions_angstrom": [[-2.730, -1.618, -3.798], [-1.477, -1.253, -3.213], [-0.794, -0.091, -3.747], [-1.263, 1.208, -3.093], [-1.534, 1.024, -1.613], [-2.063, 2.118, -0.962], [-2.906, 3.029, -1.746], [-3.272, 4.295, -0.984], [-3.654, 4.040, 0.368], [-2.639, 3.346, 1.097], [-2.300, 1.992, 0.473], [-1.263, -0.184, -1.000], [-1.288, -1.460, -1.782], [-3.013, -2.623, -3.455], [-3.554, -0.921, -3.534], [-2.630, -1.615, -4.895], [0.280, -0.227, -3.542], [-0.965, -0.083, -4.833], [-0.483, 1.975, -3.236], [-2.156, 1.552, -3.643], [-2.374, 3.334, -2.654], [-3.845, 2.526, -2.053], [-2.418, 4.998, -1.035], [-4.166, 4.747, -1.436], [-1.708, 3.945, 1.174], [-3.083, 3.201, 2.093], [-3.135, 1.294, 0.684], [-1.393, 1.611, 0.964], [-1.303, -0.299, 0.084], [-2.061, -2.174, -1.446], [-0.306, -1.948, -1.642], [3.383, -5.632, 3.299], [2.989, -5.548, 1.957], [2.676, -4.313, 1.393], [2.749, -3.122, 2.158], [2.395, -1.843, 1.588], [2.456, -0.828, 2.490], [2.204, 0.472, 2.091], [1.770, 0.750, 0.777], [1.534, 2.114, 0.459], [1.698, 3.098, 1.419], [2.121, 2.772, 2.719], [2.385, 1.451, 3.060], [1.571, -0.336, -0.103], [1.998, -1.604, 0.279], [3.160, -3.223, 3.509], [3.467, -4.460, 4.067], [3.624, -6.598, 3.743], [2.923, -6.449, 1.346], [2.365, -4.240, 0.351], [1.234, 2.357, -0.563], [1.503, 4.142, 1.165], [2.252, 3.554, 3.466], [2.728, 1.165, 4.054], [1.291, -0.144, -1.136], [2.004, -2.436, -0.420], [3.237, -2.327, 4.122], [3.775, -4.508, 5.113]], "charge": 1, "multiplicity": 1, "homo_energy_ev": -9.978, "e_lumo_ha": -0.1832, "orbital_gap_ha": 0.1834}

[2]
{"formula": "C4H8N3", "method": "wB97M-V/def2-TZVPD", "species": ["C", "C", "C", "C", "N", "N", "N", "H", "H", "H", "H", "H", "H", "H", "H"], "positions_angstrom": [[-0.157, -0.482, 0.032], [0.949, 1.136, 1.967], [0.381, -0.249, 2.229], [-0.722, -0.789, -2.325], [-0.112, -0.900, 1.263], [-0.624, -1.211, -0.956], [0.938, 1.490, 0.652], [-0.894, -2.174, -0.750], [0.429, 1.798, 2.679], [1.992, 1.014, 2.314], [0.424, -0.671, 3.220], [-1.761, -0.856, -2.656], [-0.370, 0.235, -2.428], [-0.123, -1.442, -2.963], [0.251, 2.173, 0.356]], "charge": 1, "multiplicity": 1, "homo_energy_ev": [-14.081, -14.582], "e_lumo_ha": [-0.1985, -0.2071], "orbital_gap_ha": [0.3189, 0.3288]}

[3]
{"formula": "C28H44FIIrNO5SSi2", "method": "wB97M-V/def2-TZVPD", "species": ["Ir", "C", "Si", "C", "C", "N", "C", "C", "C", "C", "C", "C", "F", "H", "H", "H", "H", "H", "H", "H", "H", "H", "H", "H", "H", "H", "C", "C", "C", "C", "O", "Si", "S", "O", "C", "C", "C", "C", "O", "C", "C", "C", "C", "H", "H", "H", "H", "H", "H", "H", "H", "H", "H", "H", "H", "H", "H", "H", "H", "H", "H", "H", "H", "H", "H", "H", "H", "H", "H", "H", "I", "C", "C", "C", "C", "C", "C", "C", "O", "O", "H", "H", "H", "H"], "positions_angstrom": [[-1.533, -0.255, -0.277], [-3.944, -1.952, 2.628], [-2.170, -1.422, 2.735], [-1.090, -2.551, 1.702], [-1.594, -1.371, 4.505], [-2.008, 0.131, 1.829], [-2.266, 1.360, 2.252], [-2.683, 1.661, 3.594], [-2.865, 2.948, 4.012], [-2.680, 4.021, 3.124], [-2.314, 3.786, 1.796], [-2.121, 2.501, 1.392], [-1.761, 2.288, 0.118], [-4.072, -2.913, 3.136], [-4.239, -2.058, 1.581], [-4.610, -1.220, 3.095], [-1.209, -3.597, 2.000], [-0.027, -2.295, 1.758], [-1.392, -2.514, 0.641], [-1.305, -2.384, 4.801], [-2.386, -1.048, 5.185], [-0.729, -0.717, 4.655], [-2.852, 0.835, 4.271], [-3.158, 3.140, 5.035], [-2.831, 5.036, 3.465], [-2.185, 4.597, 1.092], [2.614, -0.974, -4.341], [3.081, 0.046, -3.314], [4.562, 0.333, -3.483], [2.270, 1.332, -3.409], [2.931, -0.535, -1.994], [1.812, -0.792, -0.888], [-0.150, -1.012, -1.881], [1.393, 0.405, 0.133], [2.188, 1.151, 1.098], [2.983, 2.209, 0.350], [1.187, 1.784, 2.047], [3.119, 0.206, 1.849], [2.084, -2.126, -0.040], [2.573, -3.461, -0.340], [1.706, -4.075, -1.429], [4.028, -3.378, -0.779], [2.446, -4.236, 0.960], [2.736, -0.570, -5.347], [1.560, -1.221, -4.196], [3.202, -1.890, -4.262], [4.752, 0.746, -4.474], [5.144, -0.583, -3.370], [4.900, 1.055, -2.736], [2.409, 1.789, -4.389], [2.594, 2.041, -2.644], [1.204, 1.130, -3.271], [2.314, 2.884, -0.188], [3.656, 1.733, -0.368], [3.586, 2.795, 1.046], [0.539, 2.475, 1.502], [1.703, 2.332, 2.835], [0.568, 1.006, 2.502], [3.867, -0.215, 1.171], [2.551, -0.619, 2.283], [3.637, 0.740, 2.646], [1.807, -3.514, -2.364], [0.655, -4.066, -1.128], [2.008, -5.106, -1.613], [4.122, -2.775, -1.683], [4.412, -4.379, -0.981], [4.632, -2.921, 0.006], [1.403, -4.259, 1.283], [3.040, -3.754, 1.739], [2.798, -5.260, 0.831], [-3.163, 5.463, -3.669], [-3.646, 3.587, -2.882], [-4.858, 3.408, -2.228], [-5.156, 2.181, -1.649], [-4.243, 1.138, -1.720], [-3.070, 1.309, -2.453], [-2.757, 2.534, -3.029], [-4.550, -0.150, -0.989], [-5.694, -0.498, -0.838], [-3.516, -0.803, -0.473], [-5.575, 4.217, -2.174], [-6.095, 2.029, -1.132], [-2.441, 0.452, -2.665], [-1.841, 2.655, -3.594]], "charge": 1, "multiplicity": 6, "homo_energy_ev": [-11.054, -11.057], "e_lumo_ha": [-0.0808, -0.2162], "orbital_gap_ha": [0.3255, 0.1901]}

[4]
{"formula": "C7H10N3", "method": "wB97M-V/def2-TZVPD", "species": ["H", "N", "C", "C", "N", "N", "C", "C", "C", "C", "C", "H", "H", "H", "H", "H", "H", "H", "H", "H"], "positions_angstrom": [[-0.603, -2.648, -2.142], [-0.735, -1.714, -1.853], [-1.140, -0.676, -2.334], [-1.276, 0.539, -1.502], [-0.788, 0.402, -0.172], [-1.645, -0.130, 0.568], [-1.604, -0.470, 1.736], [-1.073, 0.469, 2.660], [-0.041, 1.117, 2.100], [0.381, 0.928, 0.668], [1.530, -0.077, 0.771], [-1.492, -0.507, -3.428], [-0.827, 1.342, -2.023], [-2.291, 0.834, -1.443], [-1.380, 0.584, 3.776], [0.730, 1.582, 2.692], [0.656, 1.760, 0.035], [0.985, -0.998, 0.872], [2.113, 0.165, 1.684], [2.172, 0.089, -0.080]], "charge": 1, "multiplicity": 1, "homo_energy_ev": [-13.295, -13.295], "e_lumo_ha": [-0.2095, -0.2093], "orbital_gap_ha": [0.2791, 0.2792]}

Among the records above, which one has the highest multiplicity?
C28H44FIIrNO5SSi2